a | {
  "formula": "C24H64O8",
  "method": "the ωB97M-V functional and the def2-TZVPD basis",
  "symbols": ["C", "C", "C", "O", "H", "H", "H", "H", "H", "H", "H", "H", "C", "C", "C", "O", "H", "H", "H", "H", "H", "H", "H", "H", "C", "C", "C", "O", "H", "H", "H", "H", "H", "H", "H", "H", "C", "C", "C", "O", "H", "H", "H", "H", "H", "H", "H", "H", "C", "C", "C", "O", "H", "H", "H", "H", "H", "H", "H", "H", "C", "C", "C", "O", "H", "H", "H", "H", "H", "H", "H", "H", "C", "C", "C", "O", "H", "H", "H", "H", "H", "H", "H", "H", "C", "C", "C", "O", "H", "H", "H", "H", "H", "H", "H", "H"],
  "coordinates": [[6.90, 12.17, 11.49], [6.77, 12.26, 9.92], [7.05, 13.68, 9.48], [7.63, 11.34, 9.21], [7.76, 12.72, 11.81], [6.85, 11.13, 11.87], [6.02, 12.72, 11.87], [5.73, 11.99, 9.78], [7.04, 13.78, 8.38], [8.02, 13.95, 9.78], [6.45, 14.48, 9.96], [6.97, 10.70, 8.86], [9.13, 7.86, 12.43], [8.31, 6.67, 12.86], [6.99, 6.69, 12.09], [8.98, 5.38, 12.87], [9.98, 7.97, 13.09], [8.58, 8.82, 12.38], [9.66, 7.64, 11.43], [8.19, 6.73, 13.90], [6.55, 7.61, 12.40], [6.30, 5.90, 12.34], [7.15, 6.68, 11.04], [9.60, 5.34, 12.13], [10.39, 13.39, 13.11], [11.84, 13.84, 12.79], [13.00, 13.22, 13.62], [12.17, 13.51, 11.49], [10.27, 12.31, 13.02], [9.72, 13.96, 12.48], [10.11, 13.68, 14.17], [11.99, 14.95, 12.94], [13.89, 13.56, 13.08], [12.94, 12.12, 13.56], [13.09, 13.72, 14.62], [11.82, 12.61, 11.38], [13.68, 16.80, 7.83], [12.59, 15.79, 8.30], [12.54, 14.53, 7.48], [13.00, 15.50, 9.65], [13.50, 17.24, 6.82], [14.63, 16.34, 7.68], [13.77, 17.62, 8.51], [11.60, 16.30, 8.20], [13.46, 13.94, 7.50], [12.35, 14.67, 6.43], [11.74, 13.81, 7.78], [12.38, 14.83, 10.10], [15.33, 7.64, 10.07], [15.73, 9.03, 9.56], [17.21, 9.32, 9.65], [15.27, 9.12, 8.19], [14.30, 7.34, 9.86], [15.39, 7.63, 11.08], [15.93, 6.83, 9.64], [15.20, 9.77, 10.21], [17.57, 10.26, 9.34], [17.75, 8.57, 9.07], [17.52, 9.27, 10.69], [15.50, 10.02, 7.86], [16.87, 12.55, 10.81], [15.76, 13.60, 10.80], [16.11, 14.93, 11.47], [15.42, 13.93, 9.40], [16.72, 11.81, 10.02], [16.94, 12.07, 11.80], [17.89, 13.01, 10.63], [14.81, 13.12, 11.14], [16.81, 15.48, 10.77], [16.55, 14.74, 12.43], [15.20, 15.57, 11.47], [14.63, 14.54, 9.56], [17.00, 11.22, 5.77], [16.64, 12.26, 6.79], [16.57, 13.65, 6.18], [15.41, 11.95, 7.45], [17.77, 11.55, 5.10], [16.14, 10.98, 5.14], [17.26, 10.24, 6.19], [17.45, 12.31, 7.58], [17.56, 13.85, 5.86], [16.32, 14.40, 6.92], [15.90, 13.78, 5.28], [15.37, 12.61, 8.22], [12.41, 10.72, 9.45], [11.43, 10.09, 10.41], [12.18, 9.36, 11.52], [10.58, 11.06, 11.05], [11.89, 11.29, 8.66], [13.14, 9.97, 8.93], [13.04, 11.49, 9.96], [10.85, 9.40, 9.80], [12.62, 8.49, 10.97], [11.50, 8.94, 12.25], [12.94, 9.97, 12.01], [9.94, 11.40, 10.48]],
  "mulliken_charge": [-0.71, 0.43, -1.31, -0.52, -0.13, 0.18, 0.46, 0.44, 0.33, 0.23, 0.36, 0.33, -1.00, 0.41, -1.34, -0.56, 0.38, 0.19, 0.23, 0.29, 0.36, 0.38, 0.30, 0.31, -1.20, 0.41, -1.02, -0.01, 0.14, 0.31, 0.34, 0.39, 0.10, 0.17, 0.41, -0.12, -1.36, 0.59, -0.89, -0.50, 0.41, 0.20, 0.37, 0.37, -0.03, 0.52, 0.15, 0.17, -1.91, 1.97, -1.70, -0.65, 0.34, 0.53, 0.39, -0.37, 0.38, 0.38, 0.37, 0.32, -0.64, 1.56, -1.52, -0.14, -0.60, 0.44, 0.34, -0.49, 0.42, 0.41, 0.29, -0.06, -1.65, 1.32, -1.60, -0.48, 0.42, 0.36, 0.36, 0.01, 0.56, 0.26, 0.26, 0.13, -0.73, 0.54, -0.72, -0.09, 0.36, 0.32, -0.42, 0.54, 0.15, -0.06, 0.24, -0.15],
  "smiles": "CC(C)O.CC(C)O.CC(C)O.CC(C)O.CC(C)O.CC(C)O.CC(C)O.CC(C)O",
  "homo_energy_ev": -9.64,
  "orbital_gap_ev": 10.07
}

***

b | {
  "formula": "C24H64O8",
  "method": "the ωB97M-V functional and the def2-TZVPD basis",
  "symbols": ["C", "C", "C", "O", "H", "H", "H", "H", "H", "H", "H", "H", "C", "C", "C", "O", "H", "H", "H", "H", "H", "H", "H", "H", "C", "C", "C", "O", "H", "H", "H", "H", "H", "H", "H", "H", "C", "C", "C", "O", "H", "H", "H", "H", "H", "H", "H", "H", "C", "C", "C", "O", "H", "H", "H", "H", "H", "H", "H", "H", "C", "C", "C", "O", "H", "H", "H", "H", "H", "H", "H", "H", "C", "C", "C", "O", "H", "H", "H", "H", "H", "H", "H", "H", "C", "C", "C", "O", "H", "H", "H", "H", "H", "H", "H", "H"],
  "coordinates": [[6.56, 11.91, 5.64], [8.09, 11.81, 5.40], [8.58, 10.37, 5.32], [8.43, 12.48, 4.20], [6.19, 11.07, 6.23], [6.02, 11.96, 4.69], [6.35, 12.84, 6.17], [8.57, 12.33, 6.23], [9.64, 10.35, 5.06], [8.07, 9.81, 4.52], [8.52, 9.77, 6.23], [7.77, 12.26, 3.53], [4.30, 3.65, 8.11], [2.86, 3.17, 7.98], [2.41, 2.26, 9.11], [2.03, 4.34, 7.96], [5.03, 2.83, 8.13], [4.42, 4.26, 9.01], [4.59, 4.28, 7.27], [2.71, 2.67, 7.02], [2.74, 1.24, 8.91], [1.32, 2.24, 9.21], [2.83, 2.57, 10.07], [2.05, 4.79, 8.81], [6.90, 0.84, 6.83], [8.40, 0.83, 6.58], [8.74, 0.73, 5.10], [8.94, 2.10, 6.99], [6.45, 1.73, 6.38], [6.73, 0.83, 7.91], [6.39, -0.06, 6.46], [8.87, -0.01, 7.09], [8.34, 1.59, 4.56], [8.28, -0.14, 4.63], [9.82, 0.76, 4.97], [8.91, 2.13, 7.96], [13.08, 5.46, 3.33], [11.87, 4.59, 3.59], [12.06, 3.11, 3.40], [11.38, 4.88, 4.90], [12.91, 6.51, 3.52], [13.45, 5.29, 2.32], [13.92, 5.13, 3.97], [11.15, 4.98, 2.85], [11.12, 2.60, 3.64], [12.87, 2.72, 4.01], [12.24, 2.86, 2.35], [10.48, 4.51, 4.99], [10.37, 8.17, 1.61], [10.26, 8.81, 0.23], [11.10, 10.08, 0.18], [10.69, 7.85, -0.72], [11.41, 8.05, 1.90], [9.86, 7.20, 1.60], [9.88, 8.76, 2.38], [9.23, 9.12, -0.02], [11.02, 10.53, -0.82], [12.16, 9.88, 0.36], [10.76, 10.86, 0.86], [10.57, 8.22, -1.60], [7.34, 5.65, 6.34], [7.73, 5.33, 4.90], [8.48, 6.47, 4.24], [8.57, 4.17, 4.87], [6.95, 6.67, 6.38], [8.24, 5.67, 6.96], [6.64, 4.91, 6.73], [6.81, 5.08, 4.34], [7.86, 7.33, 3.99], [8.88, 6.15, 3.27], [9.40, 6.75, 4.75], [8.39, 3.63, 5.65], [10.12, 7.33, 8.57], [11.18, 6.75, 7.67], [11.67, 7.81, 6.71], [12.29, 6.27, 8.44], [9.25, 7.62, 7.98], [10.49, 8.27, 9.00], [9.86, 6.66, 9.39], [10.77, 5.89, 7.13], [10.89, 8.23, 6.06], [12.40, 7.41, 5.99], [12.16, 8.65, 7.22], [12.88, 5.85, 7.81], [2.67, 9.03, 2.71], [3.99, 9.80, 2.83], [4.97, 9.15, 3.80], [4.58, 9.86, 1.53], [2.04, 9.05, 3.61], [2.92, 7.97, 2.63], [2.08, 9.30, 1.84], [3.75, 10.82, 3.13], [5.38, 8.19, 3.47], [4.54, 8.94, 4.78], [5.83, 9.81, 3.87], [4.57, 8.97, 1.17]],
  "mulliken_charge": [-1.04, 0.13, -0.65, -0.59, 0.27, 0.19, 0.35, 0.44, 0.36, -0.09, 0.31, 0.35, -0.78, 0.35, -1.32, -0.57, 0.11, 0.35, 0.19, 0.29, 0.35, 0.37, 0.31, 0.34, -1.27, 0.37, -1.16, -0.48, 0.23, 0.36, 0.42, 0.40, 0.21, 0.44, 0.28, 0.26, -1.61, 1.26, -1.22, -0.34, 0.23, 0.41, 0.39, -0.01, 0.13, 0.31, 0.41, 0.09, -0.73, 0.40, -1.35, -0.55, 0.21, 0.21, 0.21, 0.25, 0.38, 0.35, 0.32, 0.33, -1.16, 0.96, -0.68, -0.57, 0.43, 0.21, 0.12, 0.14, 0.12, 0.14, 0.01, 0.18, -1.44, 1.44, -0.90, -0.65, 0.18, 0.43, 0.34, -0.24, -0.08, 0.15, 0.43, 0.36, -1.40, 0.26, -0.72, -0.57, 0.38, 0.34, 0.35, 0.29, 0.30, 0.44, -0.08, 0.36],
  "smiles": "CC(C)O.CC(C)O.CC(C)O.CC(C)O.CC(C)O.CC(C)O.CC(C)O.CC(C)O",
  "homo_energy_ev": -9.72,
  "orbital_gap_ev": 10.15
}

***

Which structure wins on stability? b wins.

***

a | {
  "formula": "C4H5NO5",
  "method": "the ωB97M-V functional and the def2-TZVPD basis",
  "symbols": ["O", "C", "O", "C", "N", "C", "O", "C", "O", "O", "H", "H", "H", "H", "H"],
  "coordinates": [[1.79, -0.53, 1.44], [2.03, -0.07, 0.28], [3.07, 0.47, 0.02], [1.11, -0.29, -0.88], [-0.31, -0.74, -0.42], [-1.09, 0.21, -0.03], [-0.87, 1.45, 0.06], [-2.52, -0.19, 0.26], [-2.89, -1.38, 0.20], [-3.36, 0.78, 0.44], [3.47, 0.50, 0.87], [1.63, -1.04, -1.52], [0.99, 0.53, -1.38], [-0.06, -1.51, 0.31], [-2.99, 1.83, 0.36]],
  "mulliken_charge": [-0.67, 0.77, -0.33, -0.85, -0.27, 0.79, -0.68, 0.37, -0.58, -0.52, 0.33, 0.38, 0.47, 0.37, 0.44],
  "smiles": "O=C(O)CNC(=O)C(=O)O",
  "homo_energy_ev": -10.18,
  "orbital_gap_ev": 10.26
}

***

b | {
  "formula": "C4H5NO5",
  "method": "the ωB97M-V functional and the def2-TZVPD basis",
  "symbols": ["C", "C", "C", "C", "N", "O", "O", "O", "O", "O", "H", "H", "H", "H", "H"],
  "coordinates": [[-2.24, 1.77, -0.13], [-0.65, 0.11, 0.52], [-1.45, -0.83, -0.30], [0.77, 0.44, 0.09], [-2.79, -1.39, 0.13], [-2.73, 2.86, -0.06], [-3.18, -1.15, 1.25], [-3.37, -2.02, -0.71], [-1.35, 1.31, 0.81], [-2.42, 0.95, -1.10], [-0.71, -0.51, 1.43], [-1.05, -1.12, -1.22], [0.62, 0.99, -0.87], [1.41, -0.49, -0.30], [1.24, 0.94, 0.80]],
  "mulliken_charge": [0.75, 0.73, -0.58, -1.40, 1.05, -0.54, -0.50, -0.53, -0.34, -0.47, 0.31, 0.43, 0.36, 0.31, 0.41],
  "homo_energy_ev": [-10.43, -10.70],
  "orbital_gap_ev": [7.20, 7.64]
}

***

Which structure wins on stability? a wins.

***

a | {
  "formula": "C4H6INS",
  "method": "the ωB97M-V functional and the def2-TZVPD basis",
  "symbols": ["C", "C", "C", "C", "N", "S", "I", "H", "H", "H", "H", "H", "H"],
  "coordinates": [[-1.11, 0.49, -0.17], [-3.06, -1.06, 2.04], [1.15, -0.41, 0.09], [-0.26, -0.20, 0.55], [-2.53, 0.58, 0.18], [-2.99, 0.57, 1.83], [-3.49, -1.56, 3.97], [-0.74, 0.80, -1.13], [1.66, 0.46, -0.34], [1.87, -0.73, 0.83], [1.04, -1.05, -0.68], [-0.37, -0.78, 1.43], [-2.80, 1.40, -0.32]],
  "mulliken_charge": [-0.02, -0.25, -1.45, -0.02, -0.32, 0.06, 0.09, 0.32, 0.33, 0.36, 0.37, 0.22, 0.30],
  "homo_energy_ev": -8.47,
  "orbital_gap_ev": 8.13
}

***

b | {
  "formula": "C4H6INS",
  "method": "the ωB97M-V functional and the def2-TZVPD basis",
  "symbols": ["C", "C", "C", "C", "N", "S", "I", "H", "H", "H", "H", "H", "H"],
  "coordinates": [[-1.05, 2.58, -0.14], [-0.21, 0.41, -0.18], [0.97, -0.20, -0.15], [1.20, -1.69, -0.24], [-0.12, 1.78, -0.03], [2.15, 1.16, 0.06], [4.37, 0.05, 0.19], [-0.63, 3.59, -0.11], [-1.99, 2.13, -0.14], [-1.23, -0.15, -0.37], [0.40, -2.06, -0.88], [0.97, -2.07, 0.80], [2.17, -1.91, -0.47]],
  "mulliken_charge": [-0.28, -0.43, 0.53, -1.01, -0.33, 0.03, -0.16, 0.26, 0.26, 0.20, 0.31, 0.26, 0.37],
  "homo_energy_ev": -8.11,
  "orbital_gap_ev": 8.07
}

***

Which structure wins on stability? b wins.

***

a | {
  "formula": "C4H8OSi",
  "method": "the ωB97M-V functional and the def2-TZVPD basis",
  "symbols": ["O", "Si", "C", "C", "C", "C", "H", "H", "H", "H", "H", "H", "H", "H"],
  "coordinates": [[-2.69, 0.88, -0.33], [-2.02, -0.54, 0.12], [-0.17, -0.24, -0.14], [0.91, 1.09, 0.40], [2.02, 0.25, 0.08], [1.16, -0.95, -0.35], [-2.70, 1.67, 0.20], [-2.80, -1.03, -1.03], [-2.34, -0.94, 1.60], [0.64, 2.13, 0.37], [2.64, 0.60, -0.70], [2.73, 0.25, 0.83], [1.30, -1.76, 0.40], [1.32, -1.40, -1.46]],
  "mulliken_charge": [-0.44, 0.27, -0.16, -0.48, -0.52, -0.17, 0.29, -0.10, -0.08, 0.37, 0.21, 0.34, 0.20, 0.26],
  "smiles": "O[SiH2]C1=CCC1",
  "homo_energy_ev": [-8.20, -8.29],
  "orbital_gap_ev": [8.52, 8.47]
}

***

b | {
  "formula": "C4H8OSi",
  "method": "the ωB97M-V functional and the def2-TZVPD basis",
  "symbols": ["C", "Si", "C", "O", "H", "H", "H", "H", "H", "H", "C", "C", "H", "H"],
  "coordinates": [[1.53, 1.74, -0.38], [0.95, 0.15, 0.05], [1.40, -0.70, 1.65], [0.01, -1.03, -0.65], [1.05, 2.35, -1.18], [2.36, 2.18, 0.12], [0.53, -1.22, 1.95], [2.24, -1.37, 1.57], [1.82, 0.00, 2.24], [-0.63, -0.75, -1.33], [-2.63, 1.55, -0.65], [-3.43, 1.20, 0.15], [-1.96, 2.08, -1.38], [-4.18, 0.89, 0.78]],
  "mulliken_charge": [-0.78, 0.57, -1.06, -0.48, 0.19, 0.24, 0.25, 0.36, 0.38, 0.33, -0.46, -0.32, 0.34, 0.44],
  "smiles": "C=[Si](C)O.C#C",
  "homo_energy_ev": -7.91,
  "orbital_gap_ev": 8.46
}

***

Which structure wins on stability? b wins.